No. 1
# C2H7NO2

2 unconnected molecules or ions with the total composition C2H7NO2 in a non-equilibrium geometry (the ωB97M-V functional and the def2-TZVPD basis, the OMol25 dataset).

```
12
C2H7NO2 | the OMol25 dataset | the ωB97M-V functional and the def2-TZVPD basis
O -0.378 0.869 -1.221
C -0.420 0.978 -0.028
C 0.257 -0.025 0.939
N -0.628 0.334 2.100
H -0.726 1.958 0.459
H 0.435 -1.037 0.644
H 1.210 0.314 1.079
H -1.535 -0.121 2.039
H -0.240 0.184 2.998
H 1.418 -1.824 -2.516
H 0.181 -1.079 -1.767
O 0.958 -1.675 -1.667
```

The value obtained for the HOMO energy (spin up / spin down) is -15.77 / -15.38 eV. For the total energy, the calculation gives -7761.413 eV. The calculation puts the gap between HOMO and LUMO (spin up / spin down) at 0.357 / 0.195 hartree. The lowest unoccupied orbital energy (spin up / spin down) comes out at -6.044 / -10.071 eV. The net charge is +1. The spin multiplicity is 2. The max |F| is 5.048 eV/Å.

No. 2
# C19H33N4O3P2RuS2

A molecular structure, C19H33N4O3P2RuS2 (the ωB97M-V functional and the def2-TZVPD basis, the OMol25 dataset).

```
64
C19H33N4O3P2RuS2 | the OMol25 dataset | the ωB97M-V functional and the def2-TZVPD basis
Ru -0.023 0.107 0.126
C 1.189 -0.321 3.546
P -0.281 -0.099 2.518
C -1.177 1.270 3.281
C -1.327 -1.575 2.774
C -2.429 -1.643 1.716
P -1.693 -1.791 0.044
C -3.045 -1.586 -1.131
C -1.164 -3.519 -0.040
H 0.862 -0.455 4.579
H 1.827 0.561 3.497
H 1.753 -1.200 3.237
H -1.296 1.052 4.344
H -2.160 1.388 2.827
H -0.620 2.199 3.171
H -1.743 -1.524 3.782
H -0.682 -2.457 2.735
H -3.065 -0.753 1.743
H -3.078 -2.505 1.887
H -3.887 -2.191 -0.790
H -2.720 -1.933 -2.111
H -3.353 -0.544 -1.199
H -2.058 -4.125 0.123
H -0.431 -3.748 0.733
H -0.740 -3.741 -1.016
C -3.637 3.911 -0.141
C -2.117 4.163 -0.167
C -1.362 2.958 0.123
N -0.759 2.007 0.344
H -4.141 4.840 -0.396
H -3.972 3.603 0.849
H -3.923 3.156 -0.872
H -1.831 4.922 0.564
H -1.788 4.509 -1.148
O -0.854 2.437 -2.479
C -0.345 1.403 -2.811
N 0.072 0.382 -1.899
S 0.745 -0.924 -2.756
O -0.028 -2.093 -2.440
O 2.162 -0.994 -2.462
C 0.460 -0.278 -4.344
C 0.728 -0.863 -5.564
C 0.435 -0.102 -6.690
C -0.095 1.182 -6.579
C -0.365 1.744 -5.336
C -0.081 0.995 -4.210
H 1.140 -1.860 -5.650
H 0.623 -0.522 -7.669
H -0.304 1.750 -7.475
H -0.791 2.734 -5.240
C 4.666 1.567 -1.079
N 3.457 0.831 -0.692
C 3.486 -0.349 -0.107
S 1.960 -1.209 0.205
N 4.619 -0.926 0.217
C 4.843 -2.232 0.866
H 4.366 2.482 -1.579
H 5.271 0.977 -1.771
H 5.252 1.831 -0.197
H 2.568 1.152 -1.037
H 5.463 -0.421 -0.026
H 3.912 -2.779 0.959
H 5.280 -2.081 1.850
H 5.530 -2.811 0.255
```

The value obtained for the HOMO energy (spin up / spin down) is -17.36 / -17.42 eV. For the total energy, the calculation gives -75145.829 eV. The calculation puts the gap between HOMO and LUMO (spin up / spin down) at 0.297 / 0.190 hartree. The lowest unoccupied orbital energy (spin up / spin down) comes out at -9.266 / -12.258 eV. The net charge is +3. The spin multiplicity is 5. The max |F| is 0.673 eV/Å.

No. 3
# C26H52FN7O11

6 unconnected molecules or ions with the total composition C26H52FN7O11 in a non-equilibrium geometry (the ωB97M-V functional and the def2-TZVPD basis, the OMol25 dataset).

```
97
C26H52FN7O11 | the OMol25 dataset | the ωB97M-V functional and the def2-TZVPD basis
N -3.031 -0.379 -0.159
C -3.246 0.436 1.035
C -2.127 0.370 2.103
C -0.701 0.318 1.558
C -0.312 1.584 0.771
C -0.130 2.779 1.665
C 0.921 2.438 2.754
O 1.871 1.744 2.474
N 0.784 2.993 4.064
C -0.187 2.348 4.871
O -0.114 1.246 5.348
F -1.242 3.116 5.124
O -1.299 3.273 2.362
C -1.164 4.594 2.565
O -1.943 5.336 3.089
O 0.035 5.049 2.039
C 0.383 4.088 1.061
C -0.112 4.512 -0.331
C -1.523 4.028 -0.744
O -1.459 3.400 -2.009
H -2.256 -0.054 -0.719
H -2.872 -1.337 0.125
H -4.183 0.105 1.471
H -3.384 1.465 0.702
H -2.294 -0.550 2.649
H -2.266 1.175 2.822
H 0.002 0.115 2.353
H -0.639 -0.541 0.899
H -1.080 1.739 0.024
H 0.617 1.356 0.260
H 1.692 2.874 4.499
H 1.455 3.956 0.920
H 0.632 4.270 -1.083
H -0.146 5.599 -0.307
H -2.018 3.414 0.000
H -2.151 4.896 -0.883
H -0.633 2.927 -2.107
C 0.303 -1.981 -4.786
N -0.143 -0.778 -4.105
C -1.225 -0.609 -3.305
C -2.113 -1.806 -3.063
O -1.467 0.481 -2.802
H 1.304 -2.231 -4.449
H 0.328 -1.794 -5.851
H -0.362 -2.817 -4.584
H 0.404 0.059 -4.225
H -2.927 -1.507 -2.408
H -2.531 -2.167 -4.004
H -1.551 -2.607 -2.582
C 1.853 -2.723 5.831
N 0.761 -2.133 5.079
C 0.281 -2.505 3.868
C 0.940 -3.678 3.185
O -0.653 -1.895 3.363
H 1.482 -3.069 6.799
H 2.623 -1.970 6.004
H 2.295 -3.561 5.300
H 0.277 -1.341 5.476
H 0.445 -3.848 2.232
H 1.993 -3.473 3.003
H 0.845 -4.576 3.795
C 3.841 -2.304 -9.516
N 3.032 -1.738 -8.452
C 3.228 -1.821 -7.111
C 4.432 -2.592 -6.627
O 2.447 -1.287 -6.337
H 4.203 -1.503 -10.163
H 3.234 -2.985 -10.114
H 4.691 -2.846 -9.118
H 2.212 -1.210 -8.706
H 4.448 -2.566 -5.542
H 4.378 -3.631 -6.952
H 5.351 -2.139 -7.000
C 5.474 -7.229 1.907
N 5.055 -6.068 2.671
C 3.969 -5.937 3.474
C 3.056 -7.131 3.616
O 3.752 -4.883 4.054
H 6.470 -7.537 2.229
H 5.516 -6.973 0.847
H 4.788 -8.057 2.043
H 5.620 -5.235 2.622
H 2.242 -6.870 4.285
H 2.637 -7.410 2.648
H 3.596 -7.978 4.039
C -6.399 7.415 -0.518
N -5.671 6.200 -0.828
C -4.989 5.385 0.023
C -4.963 5.763 1.484
O -4.424 4.390 -0.401
H -7.445 7.300 -0.808
H -5.974 8.250 -1.079
H -6.349 7.641 0.541
H -5.647 5.888 -1.786
H -4.384 5.024 2.028
H -4.494 6.738 1.621
H -5.975 5.783 1.890
```

The value obtained for the HOMO energy is -8.03 eV. For the total energy, the calculation gives -63477.883 eV. The calculation puts the gap between HOMO and LUMO at 0.315 hartree. The lowest unoccupied orbital energy comes out at 0.542 eV. Its SMILES is NCCCC[C@]1(C(=O)NC(=O)F)OC(=O)O[C@@H]1CCO.CNC(C)=O.CNC(C)=O.CNC(C)=O.CNC(C)=O.CNC(C)=O. The max |F| is 2.148 eV/Å.